(1)
ORCA calculation (the ωB97M-V functional and the def2-TZVPD basis) on C7H10 in the gas phase at a distorted geometry.

Last column: Mulliken charge in e.
Element x y z (Å)
C -1.3507 1.4288 0.0699  -1.5392
C -0.9859 -0.0123 0.3821  0.2198
C -1.0796 -1.0329 -0.7302  -0.6625
C 0.2498 -0.6577 -0.1880  -0.2793
C 1.4381 0.1593 -0.7364  -0.3581
C 2.3073 0.0440 0.4656  -0.4089
C 2.2097 -0.5714 1.5050  -0.2307
H -2.4277 1.5913 0.2081  0.3773
H -0.8280 2.1418 0.7192  0.3346
H -1.1261 1.6966 -0.9697  0.3264
H -1.2962 -0.3199 1.3832  0.3174
H -1.4056 -2.0335 -0.4497  0.2517
H -1.3510 -0.7131 -1.7260  0.2439
H 0.6891 -1.4733 0.3766  0.4565
H 1.1916 1.1987 -0.9906  0.2544
H 1.8936 -0.3094 -1.6158  0.3010
H 1.9194 -1.1014 2.3850  0.3956

E_HOMO ... -9.35 eV
LUMO energy ... 0.943 eV
Kohn-Sham gap ... 10.30 eV
SMILES ... C#CC[C@@H]1C[C@@H]1C

***

(2)
ORCA calculation (the ωB97M-V functional and the def2-TZVPD basis) on C7H10 in the gas phase at a distorted geometry.

Last column: Mulliken charge in e.
Element x y z (Å)
C 1.5971 -1.1077 -0.0869  -1.5917
C 0.3020 -0.3380 -0.0020  1.1278
C -1.0291 -1.0692 0.0199  -0.9779
C -1.5476 0.6491 -0.4844  -0.3016
C -0.7005 1.5757 0.2772  -0.4970
C 0.2662 0.7650 1.0808  -0.6008
C -0.1902 0.6703 -1.0404  -0.6780
H 1.7579 -1.6829 0.8341  0.3583
H 1.5914 -1.8066 -0.9271  0.3764
H 2.4483 -0.4264 -0.2014  0.3671
H -1.0142 -1.9644 0.7071  0.3243
H -1.4401 -1.4451 -0.9046  0.3134
H -2.3475 1.1551 -1.0669  0.3235
H -1.0758 2.5400 0.6679  0.3872
H -0.0438 0.5080 2.0992  0.2988
H 1.2356 1.2743 1.0945  0.3306
H 0.1903 0.7028 -2.0670  0.4398

E_HOMO ... -8.51 eV
LUMO energy ... 1.045 eV
Kohn-Sham gap ... 9.56 eV
SMILES ... C[C@]12C[C@@H]3[C@H](C1)[C@@H]32

***

(3)
ORCA calculation (the ωB97M-V functional and the def2-TZVPD basis) on C7H10 as an isolated structure at a distorted geometry.

Last column: Mulliken charge in e.
Element x y z (Å)
C 1.4588 -1.2977 0.0179  -0.9383
C 0.3187 -0.3759 -0.1804  0.2237
C -1.1213 -0.8671 0.0472  -0.6102
C -1.5949 0.4872 -0.4519  -0.3922
C -0.6863 1.5312 0.1593  -0.4724
C 0.5320 0.7830 0.7441  -0.4017
C -0.2930 0.8147 -1.1183  -0.5227
H 1.2872 -2.3500 -0.2773  0.3291
H 2.4122 -0.9378 -0.3845  0.2945
H 1.5010 -0.9989 1.2980  0.1005
H -1.3813 -1.1579 1.0745  0.2889
H -1.3873 -1.6705 -0.6499  0.3595
H -2.5762 0.7440 -0.8327  0.4002
H -0.9529 2.5872 0.2409  0.3983
H 1.0080 0.0711 1.8618  0.2013
H 1.4266 1.3700 0.4932  0.2819
H 0.0485 1.2672 -2.0418  0.4596

E_HOMO ... -8.83 eV
LUMO energy ... 1.113 eV
Kohn-Sham gap ... 9.94 eV

***

(4)
ORCA calculation (the ωB97M-V functional and the def2-TZVPD basis) on C7H10 in the gas phase.

Last column: Mulliken charge in e.
Element x y z (Å)
C -1.2276 -1.3882 0.1047  -1.5175
C -0.3847 -0.7347 -0.9636  0.1841
C -0.0115 0.7218 -0.9527  0.0662
C -0.4146 1.6833 0.1511  -1.2998
C 1.0523 -0.3450 -0.6821  -0.5466
C 1.5502 -0.3617 0.6699  -0.7170
C 1.8689 -0.2086 1.8238  0.3778
H -2.2946 -1.1964 -0.0586  0.3437
H -1.0720 -2.4733 0.0858  0.3735
H -0.9536 -1.0381 1.1047  0.3191
H -0.5413 -1.1539 -1.9577  0.3729
H 0.0775 1.1775 -1.9357  0.3853
H 0.4259 1.8621 0.8331  0.2683
H -0.7285 2.6454 -0.2676  0.3631
H -1.2368 1.2998 0.7657  0.2892
H 1.7861 -0.5392 -1.4615  0.3656
H 2.1450 -0.0713 2.8452  0.3720

E_HOMO ... -9.29 eV
LUMO energy ... 1.098 eV
Kohn-Sham gap ... 10.39 eV
SMILES ... C#C[C@@H]1[C@H](C)[C@@H]1C

***

(5)
ORCA calculation (the ωB97M-V functional and the def2-TZVPD basis) on C7H10 as an isolated structure.

Last column: Mulliken charge in e.
Element x y z (Å)
C 2.1046 0.4245 0.0349  -1.3000
C 1.1187 -0.5744 0.6376  -0.4376
C -0.2573 -0.0163 0.8103  0.8757
C -1.5113 -0.1039 -0.9195  -0.6445
C -1.4273 -0.8726 0.4358  -0.7029
C -0.4693 1.3540 0.8114  -0.7911
C -1.0840 1.2974 -0.4156  -0.2950
H 1.8099 0.6864 -0.9884  0.2973
H 3.1104 -0.0027 0.0123  0.4007
H 2.1098 1.3531 0.6099  0.3543
H 1.0506 -1.4812 0.0228  0.3182
H 1.4496 -0.9076 1.6266  0.3380
H -2.4889 -0.0822 -1.3984  0.3779
H -0.8080 -0.5867 -1.6186  0.2272
H -1.2203 -1.9472 0.3908  0.3047
H -2.3206 -0.6893 1.0381  0.3008
H -1.1665 2.1486 -1.0899  0.3763

E_HOMO ... -7.98 eV
LUMO energy ... 0.384 eV
Kohn-Sham gap ... 8.36 eV